(1)
The following is a quantum chemistry calculation of a structure of composition C48H43N2O4P2S3W, from the OMol25 dataset.

Structure (XYZ):
```
103
Properties=species:S:1:pos:R:3:mulliken_charge:R:1
W 0.129 0.576 0.062 2.27
O -2.841 2.394 -0.778 -0.31
S -1.282 1.908 1.538 0.36
C -2.713 1.048 2.150 0.69
C -3.811 1.737 2.644 -0.61
C -4.861 1.014 3.186 -0.96
C -4.804 -0.374 3.237 -0.96
C -3.714 -1.052 2.711 0.08
C -2.662 -0.337 2.144 -0.76
P -1.226 -1.123 1.358 1.70
C -0.464 -2.103 2.693 0.68
C 0.618 -1.588 3.406 -0.10
C 1.133 -2.269 4.499 -0.81
C 0.571 -3.474 4.894 -0.78
C -0.516 -3.989 4.201 -0.80
C -1.036 -3.308 3.110 -0.74
C -1.963 -2.388 0.268 0.15
C -3.269 -2.281 -0.203 -0.93
C -3.817 -3.288 -0.990 -0.63
C -3.066 -4.408 -1.317 -0.85
C -1.754 -4.513 -0.870 -1.01
C -1.204 -3.507 -0.088 0.07
C -0.434 2.330 3.061 1.01
C -1.079 2.849 4.169 -0.83
C -0.317 3.226 5.267 -1.00
C 1.069 3.103 5.251 -0.86
C 1.709 2.589 4.136 -0.85
C 0.951 2.193 3.037 0.43
P 1.542 1.380 1.569 0.27
C 1.656 -0.916 -0.310 0.69
C 2.190 -2.142 -0.198 -1.16
C 3.306 -2.540 -1.077 -1.41
C 3.572 -1.910 -2.230 -1.13
C 2.656 -0.771 -2.619 1.49
C 2.413 -0.080 -1.315 -0.84
C 3.334 1.360 1.631 0.70
C 4.018 0.163 1.864 -0.03
C 5.404 0.164 1.914 -0.77
C 6.107 1.349 1.729 -0.56
C 5.428 2.540 1.503 -0.86
C 4.042 2.552 1.458 -0.40
H -3.851 2.819 2.601 0.68
H -5.726 1.534 3.575 0.51
H -5.618 -0.932 3.681 0.47
H -3.685 -2.134 2.736 0.46
H 1.055 -0.642 3.122 -0.11
H 1.972 -1.856 5.045 0.50
H 0.973 -4.008 5.744 0.44
H -0.965 -4.924 4.512 0.48
H -1.888 -3.724 2.589 0.35
H -3.882 -1.429 0.067 0.51
H -4.842 -3.206 -1.328 0.50
H -3.503 -5.202 -1.908 0.43
H -1.164 -5.389 -1.108 0.50
H -0.200 -3.626 0.297 0.38
H -2.155 2.957 4.199 0.48
H -0.811 3.624 6.142 0.48
H 1.646 3.407 6.114 0.45
H 2.787 2.481 4.120 0.53
H 1.857 -2.854 0.549 0.75
H 3.899 -3.404 -0.800 0.56
H 4.351 -2.262 -2.894 0.41
H 1.712 -1.184 -3.000 -0.19
H 3.354 0.290 -0.895 0.73
H 3.465 -0.756 2.018 0.28
H 5.937 -0.758 2.111 0.50
H 7.188 1.345 1.774 0.44
H 5.978 3.463 1.375 0.46
H 3.515 3.485 1.297 0.54
O 0.652 2.556 -5.366 -0.60
C 1.662 1.751 -5.084 0.54
C 2.462 1.339 -6.183 -0.47
C 3.504 0.421 -6.073 -0.95
C 3.797 -0.115 -4.849 -0.65
C 3.105 0.319 -3.639 0.74
C 1.976 1.268 -3.834 -0.43
C 1.135 1.534 -2.679 0.67
O 1.570 1.130 -1.471 0.09
N -0.010 2.093 -2.741 -0.67
N -0.761 1.982 -1.571 -0.16
C -1.970 2.457 -1.768 0.30
S -2.456 3.211 -3.244 0.04
C -3.995 3.965 -2.637 -0.72
C -5.059 2.952 -2.255 -0.69
S -4.374 1.705 -1.125 0.09
H 0.123 2.740 -4.566 0.35
H 2.206 1.761 -7.150 0.54
H 4.062 0.134 -6.955 0.48
H 4.605 -0.829 -4.740 0.51
H 3.927 0.875 -3.125 0.48
H -4.345 4.583 -3.462 0.50
H -3.739 4.619 -1.807 0.33
H -5.421 2.417 -3.132 0.39
H -5.890 3.462 -1.770 0.39
C -1.562 -1.829 -3.711 -1.48
C -1.698 -0.664 -2.763 0.04
O -0.614 -0.678 -1.784 -0.34
H -2.383 -1.817 -4.429 0.45
H -1.608 -2.777 -3.173 0.32
H -0.625 -1.780 -4.270 0.32
H -2.647 -0.689 -2.230 0.12
H -1.616 0.281 -3.294 0.44
H -0.430 -1.603 -1.552 -0.09
```

## Properties
M in g/mol: 1053.87
E_LUMO (alpha / beta) in eV: -10.18 / -10.18
Charge: +3
HOMO energy (alpha / beta) in eV: -14.91 / -14.92

***

(2)
The following is a quantum chemistry calculation of a structure of composition C48H44ClN4O4S3Se2V, from the OMol25 dataset.

Structure (XYZ):
```
107
Properties=species:S:1:pos:R:3:lowdin_spin:R:1
V 1.728 -1.504 0.768 2.02
N -0.377 -1.214 0.620 0.00
S -1.359 -0.358 1.259 0.01
N -2.553 0.179 0.243 0.00
S -2.113 1.207 -0.829 0.00
N -0.666 1.410 -1.246 0.00
S 0.579 0.429 -1.786 0.01
N 1.567 -0.077 -0.858 0.01
C -0.268 -0.715 -2.876 0.00
C -0.363 -2.034 -2.466 0.00
C -0.996 -2.945 -3.303 0.00
C -1.507 -2.535 -4.524 0.00
C -1.391 -1.209 -4.928 0.00
C -0.767 -0.288 -4.105 0.00
C 1.267 1.593 -2.961 0.00
C 2.411 1.143 -3.604 0.00
C 3.050 1.969 -4.514 0.00
C 2.545 3.236 -4.774 0.00
C 1.397 3.675 -4.131 0.00
C 0.746 2.852 -3.221 0.00
C -3.196 0.863 -2.183 0.00
C -3.389 1.855 -3.135 0.00
C -4.170 1.573 -4.242 0.00
C -4.733 0.311 -4.390 0.00
C -4.518 -0.674 -3.437 0.00
C -3.742 -0.402 -2.318 0.00
C -2.598 2.829 -0.294 0.00
C -3.924 3.011 0.077 0.00
C -4.312 4.241 0.578 0.00
C -3.378 5.262 0.712 0.00
C -2.056 5.058 0.350 0.00
C -1.653 3.831 -0.159 0.00
C -0.858 1.179 2.053 0.00
C -1.804 1.890 2.789 0.00
C -1.453 3.105 3.350 0.00
C -0.167 3.605 3.163 0.00
C 0.758 2.898 2.410 0.00
C 0.417 1.674 1.847 0.00
C -2.397 -1.118 2.495 0.00
C -3.491 -1.870 2.093 0.00
C -4.162 -2.632 3.035 0.00
C -3.725 -2.651 4.356 0.00
C -2.621 -1.905 4.740 0.00
C -1.949 -1.132 3.805 0.00
H 0.079 -2.348 -1.530 0.00
H -1.063 -3.982 -3.000 0.00
H -1.987 -3.254 -5.177 0.00
H -1.775 -0.896 -5.891 0.00
H -0.652 0.742 -4.419 0.00
H 2.802 0.161 -3.377 0.00
H 3.949 1.627 -5.010 0.00
H 3.050 3.885 -5.477 0.00
H 1.005 4.664 -4.333 0.00
H -0.152 3.181 -2.719 0.00
H -2.941 2.833 -3.003 0.00
H -4.341 2.337 -4.989 0.00
H -5.342 0.093 -5.258 0.00
H -4.948 -1.658 -3.564 0.00
H -3.550 -1.151 -1.562 0.00
H -4.633 2.197 -0.018 0.00
H -5.342 4.403 0.869 0.00
H -3.686 6.221 1.109 0.00
H -1.329 5.850 0.473 0.00
H -0.623 3.634 -0.423 0.00
H -2.803 1.491 2.920 0.00
H -2.177 3.661 3.930 0.00
H 0.111 4.551 3.611 0.00
H 1.759 3.282 2.267 0.00
H 1.140 1.125 1.259 0.00
H -3.808 -1.853 1.059 0.00
H -5.021 -3.219 2.738 0.00
H -4.245 -3.258 5.087 0.00
H -2.264 -1.932 5.762 0.00
H -1.079 -0.558 4.094 0.00
O 6.548 -3.656 -1.545 0.00
C 6.329 -2.304 -1.934 0.00
C 5.068 -1.772 -1.251 0.00
C 4.947 -0.294 -1.650 0.00
O 5.939 0.541 -1.075 0.00
C 5.253 -1.905 0.262 0.00
Se 4.089 -0.794 1.399 -0.03
C 3.849 -2.539 -1.824 0.01
Se 2.574 -3.356 -0.564 -0.07
H 7.389 -3.950 -1.906 0.00
H 6.194 -2.238 -3.024 0.00
H 7.174 -1.669 -1.652 0.00
H 3.950 0.056 -1.381 0.00
H 5.067 -0.206 -2.737 0.00
H 5.656 0.676 -0.155 0.00
H 6.268 -1.612 0.527 0.00
H 5.102 -2.934 0.576 0.00
H 4.203 -3.390 -2.403 0.00
H 3.275 -1.894 -2.492 0.00
Cl -0.061 -3.162 8.915 0.00
C 0.375 -2.818 7.267 0.00
C 0.400 -3.848 6.341 0.00
C 0.732 -3.566 5.024 0.00
C 1.029 -2.267 4.641 0.00
C 1.019 -1.248 5.586 0.00
C 0.691 -1.516 6.905 0.00
C 1.310 -1.956 3.205 0.01
O 1.412 -0.751 2.836 0.00
O 1.405 -2.894 2.374 0.00
H 0.161 -4.857 6.651 0.00
H 0.755 -4.348 4.277 0.00
H 1.274 -0.243 5.272 0.00
H 0.682 -0.732 7.650 0.00
```

## Properties
M in g/mol: 1081.42
Energy above the lowest of the compared OMol25 structures with the same formula, charge and spin in kcal/mol: 0.0
E_LUMO (alpha / beta) in eV: -0.38 / -0.38
2S+1: 3
HOMO energy (alpha / beta) in eV: -6.11 / -6.41